Entry 1:
{
  "formula": "C26H31N8O4PS5W",
  "method": "ωB97M-V/def2-TZVPD",
  "symbols": ["W", "O", "C", "C", "C", "C", "C", "C", "C", "O", "N", "N", "C", "C", "C", "C", "C", "C", "C", "O", "H", "H", "H", "H", "H", "H", "H", "H", "H", "H", "N", "C", "N", "C", "N", "C", "N", "C", "P", "O", "N", "C", "C", "N", "C", "C", "H", "H", "H", "H", "H", "H", "H", "H", "H", "H", "H", "H", "H", "H", "H", "H", "H", "H", "C", "S", "C", "C", "S", "S", "C", "S", "S", "H", "H", "H"],
  "coordinates": [[-0.69, 0.50, 1.14], [-1.77, -4.87, 0.16], [-0.52, -4.81, 0.62], [0.21, -6.00, 0.63], [1.51, -6.02, 1.05], [2.15, -4.86, 1.49], [1.45, -3.68, 1.50], [0.11, -3.62, 1.06], [-0.55, -2.34, 1.04], [0.12, -1.23, 1.35], [-1.79, -2.23, 0.64], [-2.18, -0.91, 0.52], [-3.43, -0.72, 0.23], [-3.98, 0.56, -0.05], [-5.36, 0.70, -0.31], [-5.88, 1.93, -0.65], [-5.02, 3.02, -0.79], [-3.66, 2.91, -0.55], [-3.15, 1.69, -0.16], [-1.83, 1.54, 0.12], [-2.19, -4.00, 0.22], [-0.30, -6.90, 0.30], [2.06, -6.96, 1.05], [3.17, -4.89, 1.83], [1.89, -2.76, 1.86], [-4.06, -1.60, 0.16], [-6.00, -0.17, -0.23], [-6.93, 2.04, -0.84], [-5.43, 3.98, -1.08], [-3.00, 3.76, -0.65], [-0.15, 0.88, 7.32], [-0.65, 0.48, 6.37], [-1.23, 0.02, 5.28], [-1.33, 0.13, 4.09], [-1.52, 0.17, 2.89], [-0.38, -1.50, -2.65], [0.65, -0.47, -2.83], [1.22, -0.42, -4.18], [1.51, 0.07, -1.54], [0.44, 0.51, -0.49], [2.32, 1.44, -1.93], [1.52, 2.57, -2.43], [3.70, 1.43, -2.39], [2.47, -1.11, -0.94], [3.35, -0.84, 0.20], [2.99, -2.16, -1.83], [-1.12, -1.40, -3.45], [-0.89, -1.35, -1.70], [0.03, -2.51, -2.68], [0.43, -0.14, -4.89], [1.63, -1.38, -4.49], [2.01, 0.33, -4.23], [0.53, 2.57, -1.96], [1.40, 2.52, -3.51], [2.02, 3.50, -2.18], [4.17, 0.47, -2.17], [4.25, 2.22, -1.88], [3.77, 1.61, -3.47], [2.80, -0.40, 1.02], [4.19, -0.18, -0.06], [3.76, -1.79, 0.53], [2.40, -2.24, -2.74], [2.93, -3.12, -1.30], [4.03, -1.98, -2.09], [-1.17, 3.90, 3.95], [-1.63, 3.24, 2.31], [-0.19, 3.72, 1.40], [0.96, 3.01, 1.41], [1.18, 1.53, 2.34], [2.34, 3.73, 0.63], [1.52, 5.19, 0.07], [2.24, 6.34, -0.80], [-0.18, 5.24, 0.54], [-2.02, 4.47, 4.32], [-0.31, 4.55, 3.83], [-0.93, 3.09, 4.64]],
  "multiplicity": 1,
  "total_charge": 2,
  "orbital_gap_ev": 4.99,
  "e_tot_ev": -112853.907
}

=====

Entry 2:
{
  "formula": "C4H12N2O",
  "method": "ωB97M-V/def2-TZVPD",
  "symbols": ["N", "C", "C", "N", "C", "C", "O", "H", "H", "H", "H", "H", "H", "H", "H", "H", "H", "H", "H"],
  "coordinates": [[-2.29, 1.00, -0.24], [-1.19, 0.01, -0.42], [-0.18, 0.09, 0.74], [-0.71, -0.77, 1.84], [1.20, -0.47, 0.36], [1.73, -0.41, -1.09], [1.63, 0.90, -1.64], [-2.19, 1.60, -1.03], [-3.17, 0.51, -0.36], [-0.60, 0.25, -1.30], [-1.48, -1.04, -0.50], [-0.01, 1.10, 1.10], [-0.29, -0.38, 2.68], [-1.70, -0.60, 1.96], [2.00, 0.06, 0.89], [1.32, -1.47, 0.77], [2.75, -0.80, -1.03], [1.13, -1.05, -1.74], [2.06, 1.46, -1.00]],
  "e_above_lowest_ev": 1.643,
  "multiplicity": 1,
  "orbital_gap_ev": 10.38,
  "e_tot_ev": -9369.550
}

=====

Entry 3:
{
  "formula": "C21H28N4O2S",
  "method": "ωB97M-V/def2-TZVPD",
  "symbols": ["C", "C", "C", "C", "C", "C", "N", "C", "C", "N", "C", "O", "C", "C", "C", "O", "N", "C", "C", "C", "S", "C", "C", "C", "C", "N", "C", "C", "H", "H", "H", "H", "H", "H", "H", "H", "H", "H", "H", "H", "H", "H", "H", "H", "H", "H", "H", "H", "H", "H", "H", "H", "H", "H", "H", "H"],
  "coordinates": [[-0.71, -5.52, -3.81], [-0.60, -4.03, -3.90], [0.19, -3.32, -3.00], [0.31, -1.94, -3.09], [-0.37, -1.24, -4.07], [-0.30, 0.27, -4.15], [-1.06, 1.01, -3.15], [-2.50, 0.86, -3.20], [-3.00, -0.45, -2.58], [-2.29, -0.72, -1.34], [-1.13, -0.18, -0.95], [-0.59, -0.54, 0.09], [-0.56, 0.96, -1.79], [-0.85, 2.30, -1.08], [0.25, 2.79, -0.14], [0.55, 3.96, -0.08], [0.85, 1.82, 0.58], [1.84, 2.13, 1.58], [1.40, 1.77, 2.96], [0.17, 1.32, 3.34], [0.12, 1.04, 5.03], [1.80, 1.55, 5.12], [2.54, 1.58, 6.41], [2.60, 0.18, 7.02], [1.87, 2.57, 7.38], [2.30, 1.88, 3.99], [-1.15, -1.95, -4.98], [-1.26, -3.32, -4.90], [-0.71, -5.85, -2.77], [0.15, -5.98, -4.31], [-1.61, -5.88, -4.29], [0.72, -3.85, -2.23], [0.94, -1.43, -2.39], [-0.66, 0.60, -5.13], [0.74, 0.60, -4.05], [-2.93, 1.70, -2.66], [-2.83, 0.91, -4.24], [-2.85, -1.29, -3.27], [-4.07, -0.38, -2.36], [-2.63, -1.48, -0.77], [0.52, 0.84, -1.84], [-0.99, 3.07, -1.84], [-1.77, 2.23, -0.49], [0.49, 0.87, 0.55], [2.78, 1.60, 1.36], [2.04, 3.21, 1.53], [-0.69, 1.14, 2.73], [3.55, 1.92, 6.19], [1.59, -0.18, 7.24], [3.17, 0.20, 7.95], [3.07, -0.52, 6.34], [0.86, 2.25, 7.60], [2.43, 2.62, 8.31], [1.84, 3.56, 6.94], [-1.68, -1.42, -5.76], [-1.87, -3.86, -5.61]],
  "e_above_lowest_ev": 0.314,
  "multiplicity": 1,
  "orbital_gap_ev": 9.11,
  "e_tot_ev": -43123.728
}